No. 1
ORCA calculation (ωB97M-V with the def2-TZVPD basis set) on a structure of composition C38H50Cl3N5OP2SSi2Sr in a non-equilibrium geometry.

Output
E_LUMO (alpha / beta) ... 3.8359 / 3.7853 eV
Highest occupied orbital energy (alpha / beta) ... 0.0717 / -0.0226 hartree

Geometry as ORCA input:
```
! wB97M-V def2-TZVPD RIJCOSX def2/J DEFGRID3
* xyz -2 1
Sr -0.4822 -1.0645 0.0614
C -0.4186 2.0260 -4.6189
Si 0.4556 1.6666 -2.9523
C 1.8027 2.7617 -2.2993
C 1.1905 0.0224 -3.3431
N -0.5195 1.2964 -1.4128
P -0.7945 2.0899 0.0944
C 0.3295 1.5503 1.1013
P 1.4620 1.5112 2.3825
N 1.8982 -0.0296 2.5881
Si 2.6194 -1.6821 2.2996
C 2.2131 -2.2949 0.3155
C 4.4541 -1.3603 2.4239
C 1.7842 -2.8634 3.6007
C 0.7908 1.7223 4.0140
C -0.2001 2.6135 4.3433
C -0.4004 3.1007 5.6005
C 0.2561 2.5349 6.6949
C 1.1733 1.5557 6.4712
C 1.4464 1.1530 5.0745
C 2.7434 2.5577 1.7650
C 3.4912 1.9974 0.6575
C 4.8281 2.4464 0.4249
C 5.2745 3.4482 1.2373
C 4.4314 4.1462 2.1414
C 3.1839 3.6937 2.5103
C -1.2150 3.7651 -0.0074
C -2.2522 4.3729 -0.8102
C -2.5057 5.6904 -0.6435
C -1.6025 6.5279 0.0836
C -0.4056 5.9762 0.6495
C -0.2872 4.5689 0.7038
C -2.5099 1.3624 0.7733
C -2.6235 0.1162 1.3655
C -3.8197 -0.5942 1.2667
C -4.9722 -0.1109 0.6683
C -4.7645 1.1565 0.0818
C -3.6419 1.9365 0.3012
H -1.3785 1.5077 -4.5805
H 0.1662 1.7916 -5.5388
H -0.7048 3.0561 -4.7961
H 2.8645 2.4708 -2.4061
H 1.4842 2.7814 -1.2044
H 1.5792 3.7954 -2.6787
H 0.4661 -0.6783 -2.8968
H 2.2886 -0.1587 -2.8635
H 0.6667 -0.1573 -5.2675
H 1.9347 -1.4620 -0.4031
H 1.3423 -2.9792 0.2890
H 3.1335 -2.7661 -0.0925
H 4.8229 -1.4049 3.4963
H 4.7421 -0.3808 1.9873
H 5.0229 -2.0471 1.8692
H 0.7543 -2.5040 3.8225
H 2.3383 -2.9120 4.5346
H 1.6391 -3.9214 3.2835
H -0.9379 2.9557 3.5491
H -1.0102 4.0099 5.5969
H -0.0431 2.8191 7.6596
H 1.5193 0.8708 7.2617
H 2.1888 0.4091 4.8728
H 3.2690 1.0490 0.1125
H 5.4902 2.0449 -0.3397
H 6.2946 3.8201 1.2157
H 4.7566 5.1344 2.4227
H 2.5714 4.2057 3.2949
H -2.8261 3.8178 -1.5843
H -3.2171 6.2010 -1.2761
H -1.6937 7.6046 0.1277
H 0.4451 6.5590 0.9197
H 0.5649 4.0436 1.3839
H -1.8453 -0.2644 2.0346
H -3.7586 -1.6250 1.6310
H -5.8125 -0.7875 0.4462
H -5.5890 1.6091 -0.5032
H -3.7235 3.0103 0.3108
Cl -3.1581 -5.6972 1.2218
C -2.0939 -4.8554 2.5024
Cl -0.7677 -5.6571 3.2388
Cl -3.2469 -4.2348 3.8319
C -1.5980 -3.7289 1.7190
N -1.3848 -3.0891 0.8028
O 1.3760 -0.4362 -4.7224
C -2.8889 -5.7702 -2.0839
N -2.3010 -4.9391 -3.1251
C -2.9380 -3.6779 -3.3237
C -1.0343 -5.1363 -3.5382
S 0.1569 -5.8890 -2.6641
N -0.7627 -4.5023 -4.7433
C -1.3834 -5.0137 -6.0048
C 0.4946 -3.7915 -4.9200
H -3.0437 -5.1361 -1.2045
H -2.2553 -6.5991 -1.8264
H -3.9424 -6.1505 -2.4176
H -4.0033 -3.9018 -3.4565
H -2.5140 -3.1456 -4.1813
H -2.8511 -3.0508 -2.4115
H -2.4073 -4.6215 -6.1818
H -1.4472 -6.0713 -5.9801
H -0.6848 -4.7980 -6.8229
H 0.7727 -3.1750 -4.0983
H 0.3923 -3.2605 -5.8998
H 1.2960 -4.5568 -5.0094
*
```

=====

No. 2
ORCA calculation (ωB97M-V with the def2-TZVPD basis set) on a structure of composition C19H26N7O4PdS3.

Output
E_LUMO ... -3.0805 eV
Highest occupied orbital energy ... -0.4087 hartree
Relative energy (zero: lowest compared OMol25 entry of this formula, charge and spin) ... 13.7 kcal/mol

Geometry as ORCA input:
```
! wB97M-V def2-TZVPD RIJCOSX def2/J DEFGRID3
* xyz 1 1
Pd -1.7244 -1.8971 -0.2147
C 0.9851 -0.0729 2.8877
C 0.2476 -1.0073 1.9809
N -1.0059 -1.1981 1.9236
N -1.9216 -0.3961 2.5186
C -3.1922 -0.4440 2.0388
N -4.0612 0.3555 2.6520
S -3.7670 -1.4339 0.7652
C 1.0158 -1.8342 0.9903
C 2.3465 -2.1484 1.2156
C 3.0604 -2.8431 0.2517
C 2.4286 -3.1941 -0.9263
C 1.0954 -2.8572 -1.0877
N 0.4011 -2.2001 -0.1596
H 0.3922 0.8033 3.1449
H 1.8884 0.2936 2.4034
H 1.2669 -0.5973 3.8043
H -1.6161 0.4510 2.9885
H -3.8390 0.8225 3.5164
H -4.9993 0.4224 2.2963
H 2.8192 -1.8457 2.1391
H 4.0974 -3.1002 0.4221
H 2.9460 -3.7247 -1.7125
H 0.5542 -3.1120 -1.9887
C 4.9550 1.4883 -0.8974
C 3.6354 1.9203 -0.3231
C 3.4997 3.1663 0.2886
C 2.2764 3.5943 0.7791
C 1.1729 2.7589 0.6787
C 1.2903 1.5030 0.1028
C 2.5145 1.0967 -0.4035
S -0.4124 3.3315 1.2332
O -1.0922 2.2171 1.8434
O -0.1826 4.5465 1.9520
N -1.2671 3.7218 -0.0930
C -2.0704 2.7684 -0.8515
C -1.3411 1.9511 -1.9333
C -1.4298 0.4533 -1.6926
O -1.4115 -0.3575 -2.6242
O -1.4953 0.1304 -0.4443
H 5.7717 1.6926 -0.2051
H 5.1683 2.0305 -1.8202
H 4.9566 0.4231 -1.1302
H 4.3631 3.8149 0.3745
H 2.1707 4.5656 1.2433
H 0.4270 0.8515 0.0498
H 2.5999 0.1246 -0.8791
H -0.9182 4.5457 -0.5621
H -2.8987 3.3271 -1.2851
H -2.4895 2.0861 -0.1169
H -0.2752 2.1908 -1.9487
H -1.7154 2.1559 -2.9351
N -2.7540 -2.8903 -2.9092
C -2.9373 -3.9545 -2.1418
N -3.8014 -4.8763 -2.5874
S -2.2102 -4.1448 -0.6014
H -3.2609 -2.8066 -3.7761
H -2.1374 -2.1094 -2.6654
H -4.1373 -4.8640 -3.5355
H -3.9821 -5.6947 -2.0331
*
```

=====

No. 3
ORCA calculation (ωB97M-V with the def2-TZVPD basis set) on a structure of composition C29H24IrN5S in a non-equilibrium geometry.

Output
E_LUMO (alpha / beta) ... -8.2470 / -8.2329 eV
Highest occupied orbital energy (alpha / beta) ... -0.4816 / -0.4819 hartree
Relative energy (zero: lowest compared OMol25 entry of this formula, charge and spin) ... 92.0 kcal/mol

Geometry as ORCA input:
```
! wB97M-V def2-TZVPD RIJCOSX def2/J DEFGRID3
* xyz 2 1
Ir -1.9387 0.5445 1.3979
C -6.9380 1.5570 1.9984
C -6.2132 0.4136 1.6789
C -4.9461 0.5323 1.1458
C -4.3813 1.8080 0.9274
C -5.1219 2.9567 1.2566
C -6.3869 2.8192 1.7870
N -3.0684 1.8324 0.4784
C -2.4174 2.8431 -0.1956
C -3.0028 3.8393 -0.9750
C -2.1880 4.7347 -1.6457
C -0.7968 4.6436 -1.5715
C -0.1850 3.6534 -0.8240
C -0.9916 2.7460 -0.1475
N -0.5379 1.6308 0.5393
N 0.6743 1.3208 0.6750
C 0.8447 -0.0921 1.0052
C 2.1979 -0.2726 1.5940
C 2.3602 -0.7787 2.8325
C 1.2430 -1.2213 3.5938
C -0.0114 -1.0757 3.0762
N -0.2660 -0.5365 1.8636
H -7.9370 1.4662 2.4015
H -6.6520 -0.5643 1.8209
H -4.4001 -0.3497 0.8096
H -4.6714 3.9323 1.1345
H -6.9485 3.7042 2.0538
H -4.0775 3.8907 -1.0802
H -2.6423 5.5079 -2.2495
H -0.1826 5.3416 -2.1235
H 0.8905 3.5639 -0.7577
H 3.0246 0.1052 1.0120
H 3.3544 -0.8521 3.2533
H 1.3663 -1.6332 4.5836
H -0.8703 -1.3974 3.6522
N 0.6672 -0.7289 -0.3402
S 1.1936 -2.1955 -0.9763
C 2.0451 -1.6949 -2.4793
C 2.6639 -2.7124 -3.1947
C 3.2322 -2.4132 -4.4208
C 3.1602 -1.1208 -4.9254
C 2.5434 -0.1180 -4.1922
C 1.9734 -0.3988 -2.9584
C 2.5387 -2.7780 0.0341
C 3.8485 -2.3528 -0.1468
C 4.8456 -2.9551 0.5991
C 4.5320 -3.9558 1.5133
C 3.2153 -4.3564 1.6967
C 2.2103 -3.7846 0.9349
H -0.3020 -0.6002 -0.6249
H 2.7040 -3.7223 -2.8034
H 3.7276 -3.1910 -4.9852
H 3.5822 -0.8965 -5.8954
H 2.4994 0.8893 -4.5833
H 1.4916 0.3759 -2.3788
H 4.0929 -1.5751 -0.8584
H 5.8739 -2.6525 0.4558
H 5.3214 -4.4316 2.0795
H 2.9723 -5.1243 2.4179
H 1.1844 -4.1198 1.0307
*
```

=====

No. 4
ORCA calculation (ωB97M-V with the def2-TZVPD basis set) on a structure of composition F2FeH12O6 in a non-equilibrium geometry.

Output
E_LUMO (alpha / beta) ... -4.5103 / -6.9850 eV
Highest occupied orbital energy (alpha / beta) ... -0.4854 / -0.4851 hartree
⟨S²⟩ ... 8.7586

Geometry as ORCA input:
```
! wB97M-V def2-TZVPD RIJCOSX def2/J DEFGRID3
* xyz 1 6
Fe -29.0930 41.6574 15.3760
F -28.1924 41.1442 13.5124
F -30.8465 42.4392 14.4578
O -27.9952 43.4745 15.3194
H -27.3560 43.7943 14.6827
H -27.6391 43.7352 16.1688
O -30.2439 39.9569 15.8972
H -31.1937 40.0730 15.9226
H -30.0733 39.2396 16.5076
O -27.4171 40.7632 16.2996
H -27.3299 40.2788 17.1206
H -26.5220 40.8380 15.9689
O -27.6993 38.4514 14.2395
H -28.0309 39.3427 14.1309
H -28.3629 37.8968 13.8291
O -31.0345 40.3584 12.6514
H -30.7971 40.8923 13.4095
H -31.6244 40.9140 12.1419
O -29.7044 42.3087 17.2715
H -29.6728 41.9122 18.1421
H -29.9007 43.2312 17.4349
*
```

=====

No. 5
ORCA calculation (ωB97M-V with the def2-TZVPD basis set) on an isolated molecule of C6H10N2S in a non-equilibrium geometry.

Output
E_LUMO (alpha / beta) ... 0.5947 / -3.0884 eV
Highest occupied orbital energy (alpha / beta) ... -0.2181 / -0.3321 hartree
Relative energy (zero: lowest compared OMol25 entry of this formula, charge and spin) ... 32.0 kcal/mol
⟨S²⟩ ... 2.0193

Geometry as ORCA input:
```
! wB97M-V def2-TZVPD RIJCOSX def2/J DEFGRID3
* xyz 0 3
C -0.5167 -1.9521 -1.0807
C -1.7504 -1.5490 -0.4736
C 0.7311 -0.4031 0.2336
C -0.4588 0.4485 0.1612
C 2.0602 0.2255 -0.1913
C -0.5796 1.4320 1.3730
N 0.6126 -1.5646 -0.7415
N -1.8943 -0.5467 0.3136
S -0.5703 1.1825 -1.4690
H -0.4951 -2.7824 -1.7738
H -2.6401 -2.1940 -0.4060
H 0.9394 -1.0170 1.0796
H 2.1312 1.3860 -0.2016
H 2.3065 -0.1321 -1.1603
H 2.8472 -0.1303 0.4888
H 0.3263 2.1428 1.3088
H -0.6492 0.7981 2.2682
H -1.4515 2.1939 1.3428
H -0.9486 2.4618 -1.0720
*
```

=====

No. 6
ORCA calculation (ωB97M-V with the def2-TZVPD basis set) on a cluster of 2 separate species, C6H12NO in total in a non-equilibrium geometry.

Output
E_LUMO ... -4.2952 eV
Highest occupied orbital energy ... -0.4764 hartree
Relative energy (zero: lowest compared OMol25 entry of this formula, charge and spin) ... 126.4 kcal/mol

Geometry as ORCA input:
```
! wB97M-V def2-TZVPD RIJCOSX def2/J DEFGRID3
* xyz 1 1
C -0.2833 0.0515 0.4264
C 3.1369 0.1784 -0.1141
C 2.4175 1.0703 -0.9682
C 1.3910 1.9618 -1.1599
C -2.4483 -0.6172 1.5974
C -1.7205 -1.5359 -0.5902
N -1.4058 -0.5691 0.5089
O 2.6009 -0.0489 -1.5159
H -0.1428 0.7931 1.3581
H 4.2838 0.1109 -0.0692
H 2.5733 -0.3355 0.6553
H 1.2851 2.9601 -0.6798
H 0.5518 1.1410 -0.5736
H 1.0209 1.9862 -2.1662
H -2.4509 0.3628 2.2789
H -2.0496 -1.3394 2.3592
H -3.3435 -0.9703 1.2204
H -2.6572 -1.3293 -0.9551
H -1.7544 -2.5262 -0.1835
H -1.0049 -1.3442 -1.4289
*
```

=====

No. 7
ORCA calculation (ωB97M-V with the def2-TZVPD basis set) on a cluster of 5 separate species, C26H58O6 in total.

Output
E_LUMO ... 0.6460 eV
Highest occupied orbital energy ... -0.3604 hartree

Geometry as ORCA input:
```
! wB97M-V def2-TZVPD RIJCOSX def2/J DEFGRID3
* xyz 0 1
C 4.8838 -0.2203 2.7935
C 3.7750 -0.7275 1.8713
C 2.4558 0.0199 2.0334
C 1.3633 -0.5041 1.1069
C 1.5984 -0.0888 -0.3516
C 0.3261 0.0675 -1.2010
C 0.1561 1.4807 -1.7607
C -0.0983 2.5260 -0.6730
C -1.5251 2.4421 -0.1443
C -1.8453 3.3921 1.0239
C -2.2773 2.6901 2.3225
C -3.7884 2.4726 2.4749
C -4.4520 1.7225 1.3070
C -4.6017 0.1974 1.5134
C -3.6683 -0.5802 0.6124
C -3.8992 -0.4466 -0.8997
C -3.4838 -1.8188 -1.4178
C -3.6743 -2.7320 -0.2256
O -3.7359 -3.9281 -0.2037
O -3.7926 -1.9914 0.8997
H 5.5364 0.4917 2.2862
H 4.4647 0.2975 3.6609
H 5.5056 -1.0322 3.1727
H 3.5905 -1.7940 2.0351
H 4.1027 -0.6264 0.8334
H 2.1386 -0.0314 3.0798
H 2.6254 1.0792 1.8048
H 1.3239 -1.5963 1.1799
H 0.3857 -0.1430 1.4438
H 2.2442 -0.8315 -0.8286
H 2.1724 0.8425 -0.3547
H -0.5505 -0.1852 -0.5914
H 0.3218 -0.6372 -2.0342
H -0.6797 1.4852 -2.4690
H 1.0481 1.7457 -2.3346
H 0.0862 3.5335 -1.0557
H 0.6051 2.3782 0.1544
H -2.2001 2.6260 -0.9874
H -1.7075 1.4165 0.1809
H -2.6276 4.0961 0.7241
H -0.9596 3.9976 1.2313
H -1.9278 3.2660 3.1817
H -1.7673 1.7212 2.3885
H -4.2751 3.4402 2.6166
H -3.9581 1.9094 3.3964
H -5.4290 2.1594 1.1009
H -3.8639 1.8938 0.4044
H -4.3777 -0.0750 2.5465
H -5.6267 -0.1257 1.3183
H -2.6358 -0.2884 0.8311
H -4.9435 -0.2185 -1.1209
H -3.2660 0.3419 -1.3026
H -2.4242 -1.8365 -1.6865
H -4.0604 -2.2044 -2.2553
C 6.0493 0.1749 -1.5494
C 4.8541 1.0594 -1.8474
O 4.3860 1.7500 -0.6940
H 5.8027 -0.5501 -0.7732
H 6.3630 -0.3659 -2.4436
H 6.8969 0.7705 -1.2023
H 4.0081 0.4594 -2.1841
H 5.0936 1.7700 -2.6458
H 5.0968 2.3117 -0.3657
C -5.5534 -6.8078 -1.7973
C -6.6381 -6.8538 -0.7405
O -6.1044 -7.0178 0.5665
H -4.9522 -7.7171 -1.7683
H -5.9782 -6.6984 -2.7971
H -4.8878 -5.9593 -1.6205
H -7.3004 -7.7060 -0.8954
H -7.2514 -5.9463 -0.7900
H -5.5024 -6.2836 0.7361
C -2.9715 0.6494 -4.7822
C -1.5545 0.7348 -5.3168
O -0.6762 -0.1791 -4.6721
H -2.9812 0.8315 -3.7063
H -3.6154 1.3856 -5.2655
H -3.3972 -0.3405 -4.9649
H -1.1329 1.7212 -5.1217
H -1.5437 0.5798 -6.4008
H -0.9957 -1.0737 -4.8301
C 8.2146 1.1779 4.0749
C 8.2430 2.6130 3.5870
O 6.9854 3.0374 3.0719
H 7.8932 0.5158 3.2706
H 9.2011 0.8608 4.4157
H 7.5152 1.0624 4.9065
H 8.9401 2.7209 2.7559
H 8.5777 3.2835 4.3860
H 6.3285 2.9604 3.7717
*
```

=====

No. 8
ORCA calculation (ωB97M-V with the def2-TZVPD basis set) on a structure of composition C30H37CoN7.

Output
E_LUMO (alpha / beta) ... 0.3558 / 0.3681 eV
Highest occupied orbital energy (alpha / beta) ... -0.1920 / -0.1920 hartree
Relative energy (zero: lowest compared OMol25 entry of this formula, charge and spin) ... 2.6 kcal/mol
⟨S²⟩ ... 0.7625

Geometry as ORCA input:
```
! wB97M-V def2-TZVPD RIJCOSX def2/J DEFGRID3
* xyz 0 2
Co 0.0322 -0.7196 -0.9397
C -3.4045 0.5531 -2.9968
C -2.3960 0.0085 -2.0321
N -1.1903 -0.2627 -2.3760
C -0.6412 -0.0411 -3.7025
C 0.8906 -0.0938 -3.5951
N 1.2966 -1.1093 -2.6102
C 1.1102 -2.4847 -3.0929
C 0.9749 -3.4640 -1.9426
N -0.1519 -3.0938 -1.1104
C -0.2388 -3.8342 0.1508
C 0.7207 -3.3323 1.2337
N 0.5619 -1.9343 1.6055
C -0.7590 -1.6805 2.1174
C -0.9386 -2.1126 3.5525
C -1.7589 -1.0881 1.4289
C -3.0431 -0.7642 2.0523
C -4.0711 -0.2489 1.3485
C -3.9307 0.0012 -0.0578
C -2.6901 -0.2308 -0.5905
N -1.6172 -0.6782 0.0976
H -3.3240 0.0473 -3.9599
H -3.2180 1.6179 -3.1662
H -4.4199 0.4415 -2.6319
H -0.9397 0.9291 -4.1088
H -1.0182 -0.8008 -4.3945
H 1.2546 0.8667 -3.2336
H 1.3270 -0.2742 -4.5843
H 2.2637 -0.9677 -2.3455
H 1.9220 -2.7870 -3.7631
H 0.1900 -2.5098 -3.6824
H 1.8732 -3.4378 -1.3235
H 0.9000 -4.4835 -2.3470
H -1.0220 -3.1905 -1.6201
H -0.0538 -4.9082 -0.0092
H -1.2588 -3.7265 0.5229
H 1.7621 -3.4801 0.9384
H 0.5456 -3.9597 2.1160
H 0.0212 -2.4532 3.9409
H -1.6595 -2.9293 3.6754
H -1.2715 -1.2956 4.2040
H -3.1670 -0.9581 3.1097
H -5.0094 -0.0323 1.8450
H -4.7567 0.3585 -0.6506
C 3.7905 -1.3426 -0.4725
C 3.3899 -0.2326 0.4661
C 4.3505 0.7324 0.7648
C 4.0970 1.7340 1.6798
C 2.8594 1.7585 2.3073
C 1.8742 0.8225 2.0200
C 0.5433 0.9744 2.6991
C 2.1131 -0.1967 1.0625
N 1.1328 -1.1005 0.6010
H 4.6688 -1.8703 -0.0935
H 4.0661 -0.9574 -1.4620
H 2.9747 -2.0552 -0.5671
H 5.3222 0.6716 0.2833
H 4.8498 2.4772 1.9130
H 2.6391 2.5392 3.0292
H 0.4839 1.9425 3.2017
H 0.3798 0.1950 3.4412
H -0.2732 0.8914 1.9794
N 0.4517 1.3640 -0.7589
C 0.1489 2.4003 -0.3776
C -0.3180 3.5964 0.2602
C -1.4996 3.5082 0.9966
C -1.9706 4.6354 1.6477
C -1.2704 5.8313 1.5642
C -0.0952 5.9096 0.8298
C 0.3884 4.7906 0.1722
H -2.0262 2.5625 1.0552
H -2.8837 4.5785 2.2254
H -1.6418 6.7086 2.0781
H 0.4480 6.8437 0.7744
H 1.3097 4.8312 -0.3933
*
```